P:
Here is a single C4H2N2O molecule from the Open Molecules 2025 dataset. Energies are from wB97M-V/def2-TZVPD.

XYZ file:
```
9
C4H2N2O wB97M-V/def2-TZVPD
N -1.96227 0.39902 -0.10702
C -1.03564 -0.56887 0.08267
O -1.28097 -1.73810 0.28932
C 0.36115 -0.10554 0.02547
C 1.54830 0.10575 0.01075
C 2.92723 0.20565 0.02252
N 4.08613 0.21277 0.04784
H -1.70889 1.35624 -0.28729
H -2.93504 0.13308 -0.08428
```

HOMO: -10.867 eV
SMILES: N#CC#CC(N)=O

Atom charges from the natural (NBO) analysis, given in e for atoms 1 to 6: atom 1 (N): -0.793, atom 2 (C): 0.596, atom 3 (O): -0.543, atom 4 (C): 0.023, atom 5 (C): -0.090, atom 6 (C): 0.212



Q:
Here is a single C4H2N2O molecule from the Open Molecules 2025 dataset. Energies are from wB97M-V/def2-TZVPD.

XYZ file:
```
9
C4H2N2O wB97M-V/def2-TZVPD
C 2.06941 1.23404 0.37657
C 0.94574 0.89301 0.02396
C -0.24874 0.27750 -0.07298
C -0.56324 -0.99923 0.26297
H 3.04375 1.80973 0.55898
H 0.02369 -1.81007 0.86882
N -2.18693 -0.43840 -0.86048
N -1.45482 0.55465 -0.77896
O -1.62886 -1.52123 -0.37888
```

HOMO: -9.702 eV
SMILES: C#Cc1conn1

Atom charges from the natural (NBO) analysis, given in e for atoms 1 to 6: atom 1 (C): -0.160, atom 2 (C): -0.061, atom 3 (C): -0.095, atom 4 (C): 0.152, atom 5 (H): 0.266, atom 6 (H): 0.220



The relative energies come out as P 0.0000; Q 0.1200, with values in hartree.



P:
Here is 2 unconnected molecules or ions with the total composition CHCl3FOP from the Open Molecules 2025 dataset. Energies are from wB97M-V/def2-TZVPD.

XYZ file:
```
8
CHCl3FOP wB97M-V/def2-TZVPD
C 0.97661 0.41446 0.05007
O -1.44366 -0.52403 1.09782
F 1.65714 0.70692 1.16615
P -0.76957 0.15353 -0.01849
Cl 0.28320 -2.73704 0.60409
Cl -0.96799 -0.55992 -1.79887
Cl -1.22046 2.07686 -0.13514
H 1.48473 0.46924 -0.96562
```

HOMO (alpha / beta): -11.531 / -9.452 eV

Atom charges from the natural (NBO) analysis, given in e for atoms 1 to 6: atom 1 (C): -0.099, atom 2 (O): -0.998, atom 3 (F): -0.293, atom 4 (P): 1.671, atom 5 (Cl): -0.063, atom 6 (Cl): -0.181



Q:
Here is a molecular structure, CHCl3FOP from the Open Molecules 2025 dataset. Energies are from wB97M-V/def2-TZVPD.

XYZ file:
```
8
CHCl3FOP wB97M-V/def2-TZVPD
C -0.03714 -0.04343 0.47835
O -2.44309 -1.15257 1.62476
F 0.38836 0.40198 1.63290
P -1.89359 -0.50273 0.45423
Cl -0.18467 -2.74094 0.55585
Cl -2.11968 -1.18164 -1.33960
Cl -2.96553 1.26072 0.24064
H 0.70228 0.25762 -0.39031
```

HOMO (alpha / beta): -10.394 / -10.373 eV

Atom charges from the natural (NBO) analysis, given in e for atoms 1 to 6: atom 1 (C): 0.176, atom 2 (O): -1.001, atom 3 (F): -0.266, atom 4 (P): 1.678, atom 5 (Cl): -0.398, atom 6 (Cl): -0.169



The relative energies come out as P 0.0202; Q 0.0000, with values in hartree.



P:
Here is 2 unconnected molecules or ions with the total composition CH5S3 from the Open Molecules 2025 dataset. Energies are from wB97M-V/def2-TZVPD.

XYZ file:
```
9
CH5S3 wB97M-V/def2-TZVPD
S -1.77809 -4.00480 2.71702
H -1.80681 -2.66789 2.79584
C 1.23726 2.32325 -1.33223
S 1.14596 0.99026 -0.10591
S -0.02263 -0.46049 -1.02633
H 2.24369 2.75770 -1.29189
H 1.03048 1.95274 -2.32949
H 0.53909 3.12078 -1.08709
H -2.58895 -4.01155 1.66008
```

net charge: -1
HOMO: -1.978 eV

Atom charges from the natural (NBO) analysis, given in e for atoms 1 to 6: atom 1 (S): -0.308, atom 2 (H): 0.162, atom 3 (C): -0.759, atom 4 (S): -0.059, atom 5 (S): -0.773, atom 6 (H): 0.188



Q:
Here is 2 unconnected molecules or ions with the total composition CH5S3 from the Open Molecules 2025 dataset. Energies are from wB97M-V/def2-TZVPD.

XYZ file:
```
9
CH5S3 wB97M-V/def2-TZVPD
S -2.48904 -2.31909 -1.88126
H -1.62153 -1.60474 -2.74818
C 1.47426 0.88228 1.41029
S 1.16122 0.67714 -0.41891
S -0.73945 0.82855 -0.81738
H 0.90684 1.70079 1.92589
H 2.56193 1.33545 1.53639
H 1.41292 -0.00017 1.99934
H -2.66716 -1.50022 -1.00619
```

net charge: -1
HOMO: -1.934 eV

Atom charges from the natural (NBO) analysis, given in e for atoms 1 to 6: atom 1 (S): -0.333, atom 2 (H): 0.189, atom 3 (C): -0.763, atom 4 (S): -0.042, atom 5 (S): -0.752, atom 6 (H): 0.198



The relative energies come out as P 0.0000; Q 0.0222, with values in hartree.



P:
Here is a single C3H2N2O molecule from the Open Molecules 2025 dataset. Energies are from wB97M-V/def2-TZVPD.

XYZ file:
```
8
C3H2N2O wB97M-V/def2-TZVPD
C 1.33755 -1.28154 0.28563
C 1.16688 -1.24927 -1.00514
C 0.11979 -0.13258 -0.21516
N -0.29797 -0.03900 -1.63056
N 0.52276 -0.88544 -2.15091
O 0.84012 -1.17122 -3.40171
H -0.73276 -0.10188 0.46347
H 0.80539 0.74092 -0.12014
```

HOMO (alpha / beta): -10.782 / -10.784 eV

Atom charges from the natural (NBO) analysis, given in e for atoms 1 to 6: atom 1 (C): -0.002, atom 2 (C): 0.059, atom 3 (C): -0.249, atom 4 (N): -0.150, atom 5 (N): 0.244, atom 6 (O): -0.425



Q:
Here is 2 unconnected molecules or ions with the total composition C3H2N2O from the Open Molecules 2025 dataset. Energies are from wB97M-V/def2-TZVPD.

XYZ file:
```
8
C3H2N2O wB97M-V/def2-TZVPD
O -0.96929 0.13239 0.88382
C -0.62338 0.45452 -0.22474
C -0.95369 1.76677 -0.78759
N -1.17578 2.80201 -1.25554
C 2.18243 -1.75826 0.15191
N 1.20852 -1.69458 0.80591
H 0.35060 -1.50474 1.29798
H -0.01941 -0.19810 -0.87175
```

HOMO: -11.952 eV

Atom charges from the natural (NBO) analysis, given in e for atoms 1 to 6: atom 1 (O): -0.463, atom 2 (C): 0.351, atom 3 (C): 0.147, atom 4 (N): -0.204, atom 5 (C): 0.285, atom 6 (N): -0.756



The relative energies come out as P 0.2321; Q 0.0000, with values in hartree.